# 1
Molecular formula: C49H40BI2N9OTi
Method: DFT, ωB97M-V/def2-TZVPD

Geometry as XYZ:
```
103
Properties=species:S:1:pos:R:3:mulliken_charge:R:1
Ti 0.11502 -0.56808 -0.11097 0.2215
C -2.17853 -5.34586 0.94558 -1.5835
C -1.36770 -4.43940 0.07312 0.6960
C -0.93056 -4.68472 -1.20660 -1.3873
C -0.13202 -3.58826 -1.56994 0.3050
N -0.06779 -2.72455 -0.50949 0.7365
N -0.88882 -3.25074 0.48214 -0.1319
B -1.49295 -2.48830 1.65924 -1.2224
N -0.36980 -1.99129 2.62678 0.3754
N 0.38002 -0.82128 2.24497 0.7671
C 0.59333 -0.12198 3.39586 -0.4975
C 0.08627 -0.88631 4.49289 -1.3348
C -0.45941 -2.04537 3.93556 0.3774
C -0.93034 -3.22613 4.76531 -1.5500
C 1.49209 1.16493 3.56451 3.2801
C 2.23172 1.00668 4.82573 -1.1903
C 3.16508 1.91949 5.25658 -0.7053
C 3.58786 3.16934 4.70631 -0.5204
C 3.09429 3.81709 3.60849 -1.3538
C 2.06653 3.13196 2.78485 0.4886
N -2.32517 -1.28540 1.12258 1.3886
N -2.12146 -0.77042 -0.16377 -0.7784
C -3.11738 0.12389 -0.41175 -0.2692
C -3.79710 0.34239 0.79527 -0.6856
C -3.31776 -0.57211 1.71003 0.7314
C -3.80129 -0.86136 3.08517 -1.5864
C -3.51907 0.67406 -1.70519 0.6899
C -4.47049 1.65228 -1.84617 -0.0239
C -4.94099 2.06256 -3.09866 -0.9533
C -4.41045 1.48113 -4.23503 -0.3344
C -3.44137 0.45300 -4.11718 -0.6676
C -2.98570 0.08685 -2.87245 -0.0201
C 0.76360 -3.54540 -2.74196 0.4792
C 1.12960 -4.74350 -3.32832 -1.2424
C 1.90874 -4.75964 -4.45895 -0.6928
C 2.37194 -3.56156 -5.06193 -0.8035
C 2.11389 -2.36614 -4.40647 -1.0558
C 1.26734 -2.36564 -3.27912 0.8382
H -2.77859 -5.99453 0.27944 0.3615
H -2.88324 -4.76404 1.55115 0.2734
H -1.45930 -5.88917 1.56611 0.2551
H -1.12589 -5.56083 -1.85266 0.4621
H -2.27828 -3.15843 2.22758 -0.1420
H 0.18142 -0.62258 5.52904 0.6480
H -0.45711 -3.24516 5.76355 0.4662
H -0.81967 -4.13768 4.21208 0.2799
H -2.02026 -3.11878 5.01638 0.2462
H 1.99262 0.15674 5.51825 0.0972
H 3.70803 1.63869 6.17101 0.3674
H 4.36604 3.60273 5.32925 0.3845
H 3.52310 4.73565 3.27508 0.4409
H 1.85730 3.73088 1.86960 0.4507
H -4.52375 1.10719 0.97729 0.4875
H -4.36544 -0.05749 3.45396 0.5333
H -2.96247 -1.15940 3.74129 0.0640
H -4.51008 -1.68861 3.01152 0.3063
H -4.84696 2.13523 -0.94261 0.3043
H -5.64999 2.91394 -3.18316 0.3342
H -4.69460 1.88308 -5.22941 0.3372
H -2.94269 0.01948 -4.99295 0.3898
H -2.18832 -0.66184 -2.70594 0.1242
H 0.79458 -5.69492 -2.93016 0.3642
H 2.10986 -5.68986 -4.97731 0.3722
H 2.93908 -3.49946 -5.99330 0.4066
H 2.69319 -1.44253 -4.56468 0.4490
H 1.06180 -1.42799 -2.82201 0.6489
C 4.24450 -1.25440 -1.42997 -1.4214
C 4.68190 0.07584 -1.23595 -0.3831
C 3.98624 0.97388 -0.45132 -1.0209
C 2.71038 0.53470 0.08783 -0.4350
N 2.20364 -0.67240 -0.37048 1.3265
C 2.99441 -1.57954 -0.94400 -0.4777
C 1.92087 1.22719 1.07547 -0.1456
C 2.45160 1.63460 2.42805 -0.3345
C 0.81685 2.59256 3.50470 -0.0468
C -0.41748 2.55769 2.67596 -2.2884
C -0.38438 2.02184 1.42096 -0.0068
N 0.59987 1.30013 0.80728 0.8732
H 4.92883 -1.96559 -1.92621 0.4120
H 5.60478 0.45569 -1.67770 0.4072
H 4.29880 2.00031 -0.30832 0.5145
H 2.57639 -2.56341 -1.01966 0.9527
H 3.51200 1.37295 2.60064 0.6132
H 0.71130 2.99766 4.48939 0.7118
H -1.35032 2.94670 3.07658 0.3383
H -1.29326 2.04450 0.80222 0.0675
I 0.38403 0.41599 -5.43886 -0.0209
C 1.08632 1.48948 -3.72493 -0.6913
C 1.96428 2.55162 -4.02294 -0.3352
C 1.73599 3.83403 -3.50615 -0.5615
I 2.59524 5.54436 -4.50819 0.0183
C 0.74415 4.00582 -2.47859 0.4762
C 0.30789 5.22748 -1.95196 -0.8706
C -0.87387 5.25393 -1.17782 -1.1193
C -1.65456 4.14116 -1.00461 -0.0723
N -1.26172 2.93649 -1.45962 0.3258
C -0.03238 2.83251 -2.03794 0.6371
C 0.36754 1.50614 -2.51379 -0.0348
O 0.05393 0.43692 -1.83009 0.6572
H 2.74561 2.42134 -4.80857 0.4062
H 0.83717 6.13255 -2.20805 0.2916
H -1.19378 6.17425 -0.73157 0.4227
H -2.62434 4.21253 -0.45720 0.3171
```

The value obtained for the total energy is -106913.3027 eV. The spin multiplicity is 3. The value obtained for the HOMO-LUMO gap (spin up / spin down) is 5.4 / 6.9 eV. The HOMO energy (spin up / spin down) is -5.62 / -7.10 eV.

# 2
Molecular formula: C49H40N8O5PSSe2Sr
Method: DFT, ωB97M-V/def2-TZVPD

Geometry as XYZ:
```
107
Properties=species:S:1:pos:R:3:mulliken_charge:R:1
Sr -23.18891 1.60629 10.46018 1.7450
N -22.30272 0.95882 13.79907 -0.0602
C -23.67052 0.70659 13.86051 0.3398
N -24.07016 -0.25118 14.71998 -0.7205
C -25.42957 -0.34542 14.77198 0.2345
N -25.95250 -1.42244 15.39940 -0.4572
N -26.33204 0.49194 14.18130 -0.6432
C -25.74943 1.20083 13.21167 0.2574
N -24.45577 1.36992 13.00735 -0.1373
C -26.62547 1.73723 12.15424 0.2983
C -27.96988 1.98525 12.44142 -0.7275
C -28.77001 2.46943 11.42174 -0.5856
C -28.11825 2.76805 10.19714 -0.6947
C -26.80593 2.52481 10.02436 -0.6471
N -26.00778 2.04628 11.02076 0.7311
H -21.79727 0.54116 14.53450 0.2316
H -21.91428 1.76932 13.30126 -0.0071
H -25.33132 -2.16470 15.54160 0.2941
H -26.87887 -1.59226 15.06304 0.2754
H -28.32394 1.74343 13.42430 0.5475
H -29.81702 2.67010 11.52989 0.4372
H -28.65339 3.27940 9.39428 0.4317
H -26.30440 2.63489 9.03706 0.2821
O -23.71827 -2.80355 9.47404 -0.6951
S -23.57941 -1.77594 10.51012 0.8780
O -24.72703 -0.88541 10.68340 -0.4571
N -22.36370 -0.87349 10.20166 0.8395
C -21.29754 -1.31516 9.41579 -0.7668
C -20.97312 -2.60247 9.10979 -0.3946
C -19.85819 -2.87806 8.31069 -1.0382
C -19.05564 -1.86022 7.80969 -0.9829
C -19.36277 -0.49573 8.11415 1.1310
C -18.61889 0.65224 7.73694 -0.9333
C -19.01518 1.85964 8.14954 -1.1284
C -20.26247 2.03241 8.78887 -0.5499
N -20.93112 1.00868 9.21116 0.7538
C -20.49025 -0.25714 8.89833 -0.6602
C -23.32788 -2.75775 11.95044 0.1862
C -22.03384 -2.94550 12.46269 -0.0421
C -21.80792 -3.71634 13.58453 -0.6834
C -22.83589 -4.42482 14.22603 -0.5553
C -24.15687 -4.18464 13.79319 -0.6743
C -24.32674 -3.39852 12.63242 -0.3078
H -21.56311 -3.39276 9.51022 0.5772
H -19.61451 -3.93854 8.21380 0.3641
H -18.17215 -2.09876 7.25757 0.4624
H -17.71524 0.56824 7.23019 0.5485
H -18.46843 2.71090 7.85110 0.4861
H -20.61910 3.02921 9.04728 0.6574
H -21.21718 -2.38400 12.01215 0.3220
H -20.80288 -3.78090 13.99324 0.3832
H -22.56686 -5.01849 15.08258 0.3690
H -25.04581 -4.56955 14.36369 0.4286
H -25.34136 -3.15399 12.31423 0.3483
O -22.22266 3.36385 6.98159 -0.4396
C -23.47378 3.38900 6.26399 3.0772
C -24.53355 3.17742 7.35704 -0.1172
O -25.70570 3.40566 7.06405 -0.8116
O -24.06627 2.76748 8.45907 -0.1250
C -23.48387 2.35587 5.18733 -0.3777
C -22.96290 1.10955 5.50221 -0.0602
C -22.62063 0.18698 4.49880 -0.7110
C -22.96040 0.42331 3.15496 -0.5380
C -23.67822 1.59316 2.86186 -0.6611
C -23.91106 2.53401 3.86647 -0.0788
C -23.56284 4.84851 5.73922 -0.8447
C -22.35306 5.35069 5.22599 -0.4719
C -22.23499 6.66164 4.84231 -0.6442
C -23.28691 7.53865 4.97800 -0.5718
C -24.46489 7.00795 5.40946 -0.7089
C -24.64455 5.69920 5.79746 -0.1197
H -22.57976 3.22250 7.87313 0.1040
H -22.66079 0.85116 6.57747 0.0275
H -22.10586 -0.74932 4.74532 0.4338
H -22.67963 -0.23123 2.36086 0.4383
H -24.00039 1.81102 1.80104 0.2863
H -24.49638 3.48619 3.68865 0.2880
H -21.52645 4.63818 5.18330 0.3958
H -21.24427 6.96038 4.54857 0.3794
H -23.13025 8.60693 4.84495 0.3828
H -25.32735 7.61687 5.46327 0.4431
H -25.61614 5.34477 6.22030 0.4554
Se -20.08042 3.60659 12.36800 -0.5459
P -21.64461 5.12320 12.15819 -0.1002
Se -23.21520 4.51245 10.80972 -0.1910
C -22.33629 5.62697 13.85309 0.5309
C -23.49971 6.40546 13.89675 -0.4714
C -24.06157 6.68456 15.12397 -0.6143
C -23.46337 6.17358 16.30538 -0.4952
C -22.33333 5.40780 16.19313 -0.5937
C -21.78070 5.12203 14.96044 -0.0805
C -20.90092 6.66947 11.56624 0.6630
C -21.68190 7.46185 10.70946 -0.4128
C -21.21641 8.68512 10.26076 -0.5578
C -19.97196 9.14350 10.68946 -0.5186
C -19.12786 8.33946 11.34962 -0.6107
C -19.61027 7.08262 11.87230 -0.4155
H -23.94804 6.68885 12.93716 0.3823
H -24.98132 7.24590 15.11296 0.3793
H -23.80536 6.50284 17.29019 0.3604
H -21.79396 5.11064 17.07357 0.3969
H -20.92480 4.47989 14.82389 0.3653
H -22.60399 7.07194 10.32419 0.3243
H -21.82023 9.33624 9.65015 0.4117
H -19.64831 10.08518 10.29750 0.3491
H -18.12418 8.56562 11.63326 0.3939
H -18.98990 6.42532 12.49462 0.3293
```

The value obtained for the total energy is -225281.8981 eV. Its net charge is -1. The value obtained for the HOMO-LUMO gap is 7.5 eV. The HOMO energy is -5.33 eV.

In order of appearance, energy above the lowest of the compared OMol25 structures with the same formula, charge and spin = 3.587 0.323 eV.